A 17-piece molecular cluster, C54H124N15O34 overall, computed with ωB97M-V/def2-TZVPD.

```
! wB97M-V def2-TZVPD RIJCOSX def2/J DEFGRID3
* xyz 0 2
C 15.363 12.965 -8.982
C 16.550 13.746 -9.592
C 17.781 12.925 -9.681
C 19.050 13.604 -10.212
N 20.259 12.629 -10.576
C 21.514 13.472 -10.927
C 22.501 12.550 -11.704
C 21.552 11.524 -12.401
C 20.130 11.797 -11.912
C 20.572 11.692 -9.455
C 20.783 12.397 -8.004
C 21.269 11.329 -6.963
H 15.021 12.297 -9.772
H 14.392 13.443 -8.852
H 15.624 12.375 -8.102
H 16.695 14.590 -8.918
H 16.331 14.122 -10.591
H 17.656 12.148 -10.435
H 17.972 12.460 -8.714
H 19.401 14.369 -9.519
H 18.801 14.025 -11.187
H 22.036 13.936 -10.090
H 21.209 14.333 -11.522
H 23.135 11.990 -11.017
H 23.017 13.182 -12.426
H 21.853 10.486 -12.264
H 21.518 11.787 -13.458
H 19.720 10.857 -11.542
H 19.506 12.391 -12.580
H 21.481 11.134 -9.684
H 19.728 11.016 -9.318
H 19.819 12.809 -7.704
H 21.492 13.225 -7.993
H 21.475 11.830 -6.018
H 22.199 10.937 -7.375
H 20.730 10.388 -6.863
C 12.800 17.571 -8.917
C 12.324 16.100 -8.907
O 11.797 15.666 -7.604
C 12.637 15.412 -6.565
O 13.854 15.399 -6.634
O 11.869 15.058 -5.509
C 12.482 14.371 -4.449
H 12.259 18.162 -9.656
H 13.880 17.615 -9.059
H 12.628 17.874 -7.884
H 13.224 15.562 -9.204
H 11.673 15.838 -9.740
H 13.192 13.579 -4.687
H 11.771 13.910 -3.764
H 13.047 15.138 -3.918
C 29.391 9.273 -8.049
C 29.296 9.667 -6.535
O 28.049 9.906 -5.877
C 26.978 9.157 -6.044
O 26.808 8.127 -6.667
O 26.022 9.743 -5.340
C 24.711 9.259 -5.158
H 30.376 9.138 -8.495
H 29.061 10.113 -8.661
H 28.929 8.327 -8.329
H 29.880 10.558 -6.303
H 29.860 8.898 -6.007
H 24.263 9.282 -6.151
H 24.110 9.945 -4.561
H 24.677 8.269 -4.703
C 11.974 11.053 -6.467
C 12.984 10.241 -7.289
O 13.064 8.870 -6.922
C 12.132 7.967 -7.356
O 11.008 8.177 -7.821
O 12.647 6.777 -7.130
C 11.972 5.607 -7.571
H 12.194 10.993 -5.401
H 10.938 10.716 -6.509
H 11.924 12.085 -6.816
H 14.002 10.620 -7.384
H 12.582 10.313 -8.300
H 12.639 4.746 -7.602
H 11.404 5.699 -8.497
H 11.242 5.408 -6.786
C 17.735 15.977 -4.863
C 17.059 15.186 -5.989
O 17.673 13.883 -6.191
C 17.396 12.925 -5.322
O 16.863 12.965 -4.246
O 17.849 11.781 -5.855
C 18.027 10.608 -5.068
H 17.566 15.526 -3.885
H 17.475 17.036 -4.872
H 18.815 15.830 -4.841
H 17.134 15.649 -6.973
H 16.026 14.943 -5.741
H 18.487 9.880 -5.736
H 17.079 10.249 -4.668
H 18.796 10.817 -4.325
C 18.370 17.573 -8.608
C 18.234 19.134 -8.712
O 19.315 19.591 -7.901
C 19.171 19.858 -6.521
O 18.107 19.669 -5.884
O 20.362 20.231 -6.008
C 20.564 20.433 -4.574
H 18.788 17.301 -7.638
H 18.901 17.144 -9.458
H 17.313 17.310 -8.613
H 17.309 19.438 -8.222
H 18.267 19.499 -9.738
H 20.284 21.457 -4.329
H 21.649 20.391 -4.471
H 19.950 19.658 -4.116
C 13.082 11.848 -12.482
C 13.582 13.166 -13.119
O 13.920 14.201 -12.228
C 14.863 15.181 -12.640
O 15.685 15.081 -13.570
O 14.714 16.275 -11.853
C 15.728 17.293 -11.859
H 13.050 11.016 -13.186
H 11.993 11.898 -12.465
H 13.620 11.620 -11.563
H 12.831 13.552 -13.808
H 14.431 12.995 -13.780
H 16.034 17.357 -12.903
H 16.594 17.077 -11.233
H 15.485 18.338 -11.664
C 23.556 16.691 -13.171
C 25.046 16.182 -12.821
O 25.370 16.846 -11.548
C 26.037 18.010 -11.612
O 26.232 18.658 -12.645
O 26.269 18.478 -10.305
C 26.521 19.803 -10.034
H 23.281 16.077 -14.029
H 23.510 17.650 -13.687
H 22.707 16.647 -12.489
H 25.744 16.333 -13.645
H 24.997 15.121 -12.575
H 27.358 20.010 -9.367
H 25.695 20.300 -9.523
H 26.747 20.454 -10.879
C 23.660 13.018 -3.957
C 24.649 13.476 -5.132
O 24.076 13.234 -6.436
C 24.827 13.081 -7.578
O 24.412 13.344 -8.682
O 26.085 12.536 -7.281
C 27.151 12.494 -8.248
H 22.745 13.592 -3.812
H 24.143 12.814 -3.001
H 23.260 12.021 -4.144
H 25.484 12.775 -5.147
H 24.969 14.516 -5.194
H 27.581 13.495 -8.192
H 26.659 12.487 -9.220
H 27.801 11.641 -8.053
C 22.338 17.291 -4.585
C 21.869 15.969 -5.178
O 21.114 16.292 -6.372
C 21.728 16.373 -7.612
O 21.119 16.447 -8.617
O 23.017 16.430 -7.537
C 23.788 16.628 -8.787
H 21.494 17.980 -4.546
H 23.017 17.761 -5.297
H 22.731 17.235 -3.570
H 21.347 15.413 -4.399
H 22.693 15.316 -5.466
H 23.608 15.724 -9.369
H 24.854 16.452 -8.645
H 23.836 17.602 -9.274
C 16.951 10.930 -14.061
O 15.825 10.643 -13.628
N 17.794 10.051 -14.470
N 17.350 12.091 -14.362
H 18.539 10.486 -14.994
H 17.700 9.046 -14.437
H 16.653 12.820 -14.304
H 18.167 12.211 -14.943
C 20.760 7.855 -8.139
O 19.880 7.542 -7.362
N 20.523 8.485 -9.267
N 22.014 7.669 -7.807
H 19.600 8.837 -9.475
H 21.259 8.742 -9.910
H 22.074 7.283 -6.876
H 22.767 7.924 -8.430
C 20.753 11.907 -16.095
O 19.615 11.744 -15.768
N 21.396 10.934 -16.566
N 21.472 12.994 -16.069
H 20.879 10.075 -16.689
H 22.394 10.996 -16.708
H 22.431 12.890 -16.367
H 21.228 13.725 -15.416
C 24.315 8.806 -10.214
O 23.170 9.070 -9.880
N 24.615 8.377 -11.388
N 25.399 8.957 -9.466
H 25.561 8.038 -11.495
H 23.879 8.355 -12.079
H 25.280 9.094 -8.473
H 26.295 8.607 -9.774
C 16.671 9.539 -9.802
O 17.876 9.649 -9.981
N 16.083 9.201 -8.678
N 15.729 9.901 -10.632
H 16.674 9.122 -7.863
H 15.085 9.045 -8.708
H 14.756 9.646 -10.547
H 15.988 10.306 -11.521
C 25.325 12.356 -14.062
O 25.522 12.570 -12.897
N 26.025 12.892 -14.973
N 24.422 11.551 -14.561
H 25.844 12.636 -15.933
H 26.603 13.685 -14.733
H 24.349 11.520 -15.568
H 23.971 10.837 -14.007
C 19.635 15.811 -13.843
O 20.213 14.753 -13.997
N 18.403 16.065 -13.465
N 20.344 16.933 -13.699
H 18.227 17.052 -13.587
H 17.695 15.378 -13.250
H 21.305 16.969 -14.010
H 19.880 17.826 -13.617
*
```

The HOMO-LUMO gap (spin up / spin down) comes out at 2.25 / 8.95 eV. The HOMO energy (spin up / spin down) comes out at -0.0814 / -0.3281 hartree.

Mulliken atomic charge list, values in e, 2 entries: -0.639 1.574


A 2-piece molecular cluster, C6H7BrI2O3 overall, computed with ωB97M-V/def2-TZVPD.

```
! wB97M-V def2-TZVPD RIJCOSX def2/J DEFGRID3
* xyz 0 1
C 4.040 0.529 -1.693
C 2.778 0.847 -1.247
C -0.584 -0.322 -0.198
C -3.565 0.202 1.450
C -2.225 -0.367 1.450
C 1.562 0.076 -1.366
O -0.850 -1.411 -0.649
O -1.256 0.408 0.754
O 0.422 0.475 -0.731
Br 1.226 -1.172 -2.735
I 2.730 2.439 0.156
I 2.501 -1.917 1.012
H 4.803 1.274 -1.530
H 4.333 -0.278 -2.281
H -3.968 0.143 2.411
H -3.684 1.204 1.132
H -4.190 -0.241 0.799
H -2.176 -1.294 0.808
H -1.895 -0.594 2.456
*
```

The HOMO-LUMO gap (spin up / spin down) comes out at 7.87 / 5.41 eV. The HOMO energy (spin up / spin down) comes out at -0.3437 / -0.3021 hartree. As for the energy above the lowest of the compared OMol25 structures with the same formula, charge and spin: 1.5079 eV.

natural (NBO) atomic charge list, values in e, 2 entries: -0.303 -0.283


One molecule with the formula C4H10N2S, computed with ωB97M-V/def2-TZVPD.

```
! wB97M-V def2-TZVPD RIJCOSX def2/J DEFGRID3
* xyz 0 1
C 0.525 0.219 0.364
C -0.734 1.117 0.303
C -1.479 1.138 1.584
C 1.786 -1.377 -1.065
N -0.558 -0.933 -1.183
N 0.750 -0.335 -0.972
S -1.718 0.346 -1.006
H 1.188 0.886 0.803
H 0.457 -0.668 1.045
H -0.468 2.070 -0.083
H -1.882 0.119 1.953
H -2.521 1.798 1.540
H -0.956 1.634 2.488
H 2.055 -1.301 -2.226
H 2.688 -1.081 -0.523
H 1.480 -2.403 -0.886
H -0.614 -1.230 -2.139
*
```

The HOMO-LUMO gap comes out at 8.56 eV. The HOMO energy comes out at -0.2818 hartree. As for the energy above the lowest of the compared OMol25 structures with the same formula, charge and spin: 2.7134 eV. Its structure (SMILES) is C[C@H]1CN(C)NS1.

natural (NBO) atomic charge list, values in e, 2 entries: -0.233 -0.372